Computed, not measured: 7 unconnected molecules or ions with the total composition C58H46BBr2F7NO19, with the ωB97M-V functional and the def2-TZVPD basis.

XYZ file:
```
134
Properties=species:S:1:pos:R:3:forces:R:3
C 4.215 -1.232 3.463 1.8 -0.5 -4.3
C 4.679 -1.529 2.049 -2.3 1.1 5.9
O 5.518 -0.528 1.357 -3.8 -0.7 -2.8
C 4.877 -0.052 0.109 4.5 1.4 -3.4
O 5.670 0.423 -0.890 -5.9 -3.2 6.7
C 3.240 -0.139 0.013 -4.7 -0.2 0.1
C 2.315 0.711 1.067 -0.1 -1.6 -1.5
O 3.041 1.569 2.051 -2.7 -1.9 -3.3
C 3.432 2.818 1.338 -0.6 1.9 -0.9
C 3.027 4.187 2.206 0.0 -0.4 -0.3
C 0.676 0.588 0.962 2.9 -0.5 -0.9
C -0.183 1.518 2.056 -3.2 4.4 -2.2
O -0.934 2.569 1.699 5.3 -7.3 2.5
C -0.011 1.093 3.641 1.7 0.4 0.3
F 0.418 -0.324 3.678 -1.4 4.3 0.2
F 1.059 1.966 4.254 -3.2 -3.1 -2.0
C -1.375 1.399 4.549 -0.4 1.7 0.0
F -2.634 1.244 3.783 4.3 0.4 2.6
F -1.226 2.836 4.988 -0.8 -4.8 -1.5
C -1.381 0.438 5.880 0.1 -1.3 1.0
F -1.877 -0.914 5.426 1.9 3.9 1.4
F -0.013 0.346 6.512 -4.4 0.1 -2.5
C -2.397 0.917 7.075 -5.0 4.0 2.3
O -3.226 1.969 7.040 6.3 -7.2 -0.4
O -2.392 0.075 8.316 -0.2 0.4 -4.8
N -0.026 -0.293 -0.078 2.4 0.9 -0.2
C -1.566 -0.279 0.006 -1.2 -4.7 2.4
Br -2.736 1.153 -0.771 1.9 -1.8 0.9
C -2.175 -1.478 0.708 0.2 3.5 -1.9
C -3.785 -1.722 0.910 -0.1 -1.2 0.2
Br -0.968 -2.952 1.436 -1.6 2.3 -0.8
C 0.738 -1.127 -1.128 2.5 2.1 1.8
C -0.045 -2.046 -2.285 -1.3 0.1 0.0
C 0.225 -3.660 -2.120 0.8 0.2 -1.7
F 0.326 -1.545 -3.662 -0.4 -1.2 3.6
C 2.408 -1.054 -1.111 -1.4 2.6 3.1
B 3.368 -1.867 -2.202 0.4 0.1 -1.5
O 3.844 -1.083 -3.363 -0.1 -0.3 4.3
C 3.740 -3.446 -1.894 0.3 -0.3 -0.2
C 5.274 -3.536 -1.242 0.3 -0.2 0.5
H 3.654 -2.080 4.046 1.2 1.9 -1.4
H 4.457 -0.190 3.985 -0.5 -2.6 -1.3
H 4.310 -2.547 1.603 1.3 2.3 0.3
H 4.586 2.769 1.103 -2.4 0.1 0.5
H 2.781 2.823 0.338 1.8 0.3 2.0
H 3.420 5.120 1.585 -0.8 -2.1 1.4
H 1.853 4.286 2.358 2.5 -0.4 -0.5
H 3.508 4.190 3.274 -0.7 -0.1 -2.2
H -2.519 -0.885 7.991 0.5 1.9 0.7
H -4.089 -2.700 0.297 1.0 2.3 1.5
H -4.470 -0.864 0.482 1.9 -1.6 1.0
H -4.066 -1.984 2.041 1.0 0.9 -2.4
H -1.229 -1.907 -2.233 2.7 0.2 0.1
H 1.127 -3.916 -2.859 -1.8 0.5 1.8
H -0.705 -4.251 -2.569 1.9 1.4 1.3
H 0.522 -4.002 -1.041 -0.7 0.9 -2.3
H 4.111 -0.186 -2.957 -0.7 -1.6 -1.2
H 3.770 -4.040 -2.926 -0.2 1.1 2.2
H 2.998 -3.971 -1.132 1.6 1.2 -1.9
H 5.925 -2.590 -1.523 -1.2 -2.0 0.5
H 5.231 -3.600 -0.070 -0.1 0.3 -2.2
H 5.844 -4.524 -1.594 -1.5 2.6 0.8
C -5.376 -4.973 -3.648 0.4 -0.1 0.4
C -4.635 -4.363 -2.718 -0.1 -0.3 -0.2
C -4.683 -2.898 -2.540 -0.1 0.2 -0.2
O -4.003 -2.339 -1.690 0.1 -0.2 -0.7
C -5.581 -2.135 -3.428 -0.2 -0.1 -0.1
C -6.322 -2.745 -4.358 0.1 0.1 0.2
C -6.275 -4.210 -4.536 -0.6 -0.3 -0.7
O -6.954 -4.769 -5.385 0.6 0.4 0.7
H -5.353 -6.047 -3.792 0.0 0.0 0.0
H -3.972 -4.909 -2.058 0.0 0.0 0.0
H -5.605 -1.061 -3.284 0.0 -0.1 -0.1
H -6.986 -2.199 -5.018 0.1 -0.2 0.2
C -2.134 6.011 5.001 0.3 -0.1 0.3
C -1.393 6.621 5.931 -0.1 -0.4 -0.2
C -1.441 8.086 6.109 0.3 0.4 0.6
O -0.761 8.645 6.958 -0.3 -0.4 -0.5
C -2.339 8.849 5.220 -0.3 0.0 -0.3
C -3.080 8.239 4.290 0.1 0.4 0.2
C -3.033 6.774 4.113 -0.5 -0.3 -0.6
O -3.712 6.215 3.263 0.5 0.3 0.5
H -2.111 4.937 4.857 -0.1 0.1 0.0
H -0.730 6.075 6.591 0.0 0.0 0.0
H -2.363 9.923 5.364 0.0 0.0 0.0
H -3.744 8.785 3.631 0.0 0.0 0.0
C -6.669 1.637 -6.717 0.0 0.3 -0.3
C -7.324 2.621 -7.340 0.4 -0.3 0.1
C -8.763 2.854 -7.103 -0.6 0.8 -0.5
O -9.364 3.753 -7.674 0.5 -0.7 0.5
C -9.448 1.959 -6.149 0.0 -0.4 0.3
C -8.792 0.975 -5.526 -0.3 0.2 -0.1
C -7.354 0.742 -5.763 0.2 -0.3 0.2
O -6.753 -0.157 -5.192 -0.3 0.8 -0.3
H -5.614 1.453 -6.880 0.0 0.0 0.0
H -6.836 3.287 -8.042 -0.1 0.0 0.0
H -10.502 2.143 -5.986 0.0 0.0 0.0
H -9.281 0.309 -4.824 0.0 0.0 0.0
C 7.237 -5.758 -6.295 0.2 -0.3 0.4
C 7.460 -5.955 -4.991 0.0 -0.1 -0.4
C 6.969 -5.000 -3.978 0.2 -0.1 0.5
O 7.174 -5.178 -2.785 0.3 -0.3 -0.9
C 6.222 -3.821 -4.460 -0.2 0.3 -0.3
C 5.999 -3.625 -5.764 -0.1 0.2 0.5
C 6.490 -4.580 -6.777 -0.1 0.1 -1.1
O 6.285 -4.402 -7.970 0.1 -0.1 0.9
H 7.591 -6.448 -7.051 0.0 0.0 0.0
H 8.005 -6.815 -4.622 0.0 0.0 0.0
H 5.868 -3.131 -3.704 0.1 0.0 -0.1
H 5.453 -2.765 -6.133 0.0 0.0 0.0
C 2.639 8.558 1.592 -0.3 0.2 -0.2
C 1.559 9.341 1.661 0.3 -0.2 -0.3
C 0.887 9.609 2.948 -0.7 0.6 0.1
O -0.104 10.324 3.011 0.7 -0.5 0.0
C 1.457 8.979 4.156 0.3 -0.3 0.2
C 2.537 8.196 4.087 -0.3 0.2 0.2
C 3.209 7.929 2.800 0.6 -0.4 0.0
O 4.200 7.213 2.737 -0.6 0.3 0.0
H 3.144 8.351 0.656 0.0 0.0 0.0
H 1.129 9.811 0.784 0.0 0.0 0.0
H 0.952 9.187 5.092 0.0 0.0 0.0
H 2.967 7.727 4.964 0.0 0.0 0.0
C 0.351 -5.980 0.838 -0.2 -0.2 0.3
C -0.247 -6.723 1.774 0.0 0.5 -0.3
C 0.173 -8.115 2.033 -0.4 -0.8 0.8
O -0.375 -8.796 2.888 0.4 0.6 -0.7
C 1.281 -8.652 1.218 0.3 0.1 -0.3
C 1.880 -7.909 0.282 0.0 -0.3 0.2
C 1.459 -6.518 0.024 0.3 0.1 -0.3
O 2.008 -5.837 -0.831 -0.3 -0.4 0.5
H 0.055 -4.959 0.635 0.1 -0.3 0.0
H -1.061 -6.343 2.380 0.0 0.0 0.0
H 1.578 -9.674 1.421 0.0 0.0 0.0
H 2.693 -8.289 -0.324 0.0 0.0 0.0
```
Positions in Å, forces in eV/Å.

## Properties
**LUMO energy**: -5.43 eV
**Calculated total energy**: -9592.751017 Eh
**Total charge**: +1
**HOMO level**: -11.651 eV
**Kohn-Sham gap**: 6.22 eV